A cluster of 15 separate species, C39H116N22O15 in total in a non-equilibrium geometry. Source: OMol25; level of theory: ωB97M-V/def2-TZVPD.

Properties
M: 1133.50 g mol⁻¹
energy relative to the best compared isomer or geometry (same formula, charge and spin): 92.4 kJ/mol
electronic energy: -105821.0351 eV
max |F|: 0.07036 Eh/bohr

Each line ends with the Mulliken charge.
Positions of all 192 atoms, in Å:
C  -0.28  2.73  -2.41  0.24
O  0.39  1.75  -2.80  -0.53
N  -0.48  2.99  -1.11  0.86
N  -0.75  3.67  -3.27  -0.29
H  -0.12  2.30  -0.46  -0.67
H  -1.00  3.81  -0.80  0.11
H  -1.16  4.49  -2.88  0.06
H  -0.56  3.54  -4.25  0.25
C  5.67  -0.42  -0.80  0.28
O  6.76  0.07  -0.53  -0.76
N  4.46  0.14  -0.52  0.09
N  5.49  -1.56  -1.53  0.31
H  4.53  1.11  -0.27  -0.14
H  3.55  -0.27  -0.64  0.19
H  6.27  -2.03  -1.94  0.22
H  4.54  -1.84  -1.69  -0.38
C  -2.89  1.73  4.68  0.34
O  -3.95  1.10  4.46  -0.83
N  -1.96  1.16  5.45  -0.10
N  -2.59  2.87  4.01  1.27
H  -2.26  0.32  5.90  0.25
H  -1.03  1.55  5.55  0.09
H  -1.83  3.43  4.43  -0.45
H  -3.23  3.39  3.41  0.01
C  -2.20  -3.50  2.01  0.24
O  -2.30  -2.86  3.05  -0.60
N  -2.98  -3.34  0.89  -0.04
N  -1.38  -4.59  1.87  -0.21
H  -2.91  -3.97  0.10  0.17
H  -3.69  -2.63  0.89  0.19
H  -0.71  -4.68  2.62  0.18
H  -1.24  -5.05  0.99  0.11
C  0.21  -0.68  5.29  0.80
O  0.26  0.50  5.67  -0.80
N  1.30  -1.34  4.78  -0.29
N  -0.90  -1.46  5.37  -0.25
H  1.14  -2.30  4.57  0.13
H  2.13  -0.89  4.45  0.23
H  -0.80  -2.43  5.17  0.13
H  -1.78  -1.05  5.60  0.00
C  3.33  3.30  0.00  0.14
O  2.61  2.31  0.19  0.27
N  3.17  4.11  -1.08  -0.24
N  4.43  3.62  0.76  -0.41
H  2.43  3.81  -1.69  -0.15
H  3.76  4.91  -1.19  0.16
H  4.47  3.26  1.71  0.18
H  4.73  4.57  0.64  0.17
C  3.28  1.67  3.92  0.42
O  4.37  2.11  3.56  -0.80
N  2.85  1.68  5.20  -0.25
N  2.44  1.10  3.03  0.42
H  1.93  1.38  5.50  0.32
H  3.53  1.98  5.87  0.22
H  1.52  0.74  3.19  -0.40
H  2.74  1.18  2.07  -0.28
C  5.74  1.84  -4.63  -1.54
C  4.51  2.13  -3.77  1.24
C  3.53  3.15  -4.41  -0.36
O  3.99  4.47  -4.45  -0.35
C  3.15  5.39  -5.08  -0.84
N  3.80  0.90  -3.51  -0.59
H  6.41  1.09  -4.19  0.40
H  6.35  2.75  -4.67  0.35
H  5.39  1.52  -5.61  0.33
H  4.81  2.58  -2.81  -0.07
H  2.64  3.07  -3.77  -0.22
H  3.22  2.68  -5.35  0.46
H  3.75  6.13  -5.60  0.28
H  2.42  5.86  -4.41  0.26
H  2.56  4.94  -5.89  0.36
H  2.88  1.03  -3.09  0.18
H  4.30  0.39  -2.79  0.14
C  0.35  -2.78  -0.52  0.04
C  0.27  -1.26  -0.48  1.07
C  -0.02  -0.68  0.89  -1.25
O  -0.16  0.73  0.72  1.63
C  -0.92  1.29  1.78  -1.27
N  1.49  -0.62  -1.13  0.27
H  0.92  -3.27  -1.31  -0.71
H  -0.66  -3.19  -0.57  -0.20
H  0.82  -3.22  0.36  0.20
H  -0.53  -1.06  -1.20  -0.10
H  0.76  -0.95  1.61  0.28
H  -0.96  -1.07  1.30  0.07
H  -2.00  1.21  1.64  0.47
H  -0.73  2.37  1.77  0.22
H  -0.70  0.90  2.77  -0.07
H  1.02  -0.19  -1.92  -0.45
H  1.64  0.23  -0.59  0.17
C  0.62  -2.64  -4.26  -0.62
C  1.52  -3.67  -4.97  1.05
C  2.40  -4.46  -4.06  -1.50
O  3.39  -3.65  -3.43  0.22
C  4.61  -3.74  -4.14  -0.91
N  0.63  -4.64  -5.66  -0.85
H  0.20  -3.02  -3.32  -0.47
H  -0.16  -2.23  -4.90  0.64
H  1.32  -1.92  -3.82  0.09
H  2.12  -3.09  -5.67  0.24
H  2.87  -5.28  -4.61  0.47
H  1.82  -4.98  -3.28  0.34
H  5.28  -2.96  -3.78  0.11
H  4.54  -3.52  -5.21  0.37
H  5.11  -4.72  -4.16  0.33
H  0.46  -5.46  -5.08  0.26
H  -0.30  -4.23  -5.71  0.28
C  -2.85  -4.35  -3.66  -1.96
C  -3.60  -4.87  -2.45  2.47
C  -4.63  -5.99  -2.63  -0.69
O  -5.08  -6.47  -1.39  -0.40
C  -6.10  -5.70  -0.81  -0.45
N  -2.60  -5.22  -1.39  -0.64
H  -3.47  -3.78  -4.34  0.45
H  -2.51  -5.24  -4.21  0.44
H  -1.97  -3.78  -3.37  0.36
H  -4.21  -4.06  -2.05  -1.50
H  -4.28  -6.83  -3.24  0.37
H  -5.41  -5.44  -3.17  0.31
H  -7.02  -5.67  -1.40  0.28
H  -5.77  -4.67  -0.66  0.09
H  -6.33  -6.06  0.20  0.28
H  -1.70  -5.37  -1.84  0.16
H  -2.78  -6.18  -1.09  0.27
C  -5.73  -0.31  -4.12  -1.73
C  -5.53  -1.57  -3.26  1.76
C  -5.01  -1.16  -1.90  -0.25
O  -3.85  -0.35  -1.95  -0.32
C  -3.37  0.09  -0.71  -0.18
N  -6.85  -2.20  -3.11  -0.69
H  -5.91  -0.55  -5.17  0.47
H  -4.80  0.26  -4.10  0.35
H  -6.56  0.33  -3.81  0.39
H  -4.84  -2.29  -3.72  -0.67
H  -4.78  -2.05  -1.29  -0.24
H  -5.78  -0.64  -1.32  0.36
H  -4.22  0.37  -0.08  0.41
H  -2.83  1.04  -0.82  0.04
H  -2.76  -0.64  -0.17  -0.16
H  -7.56  -1.63  -3.55  0.27
H  -6.92  -3.05  -3.67  0.27
C  -2.25  6.03  5.46  -1.01
C  -1.71  5.29  6.67  0.91
C  -0.31  4.83  6.40  -1.04
O  -0.26  3.93  5.29  -0.14
C  1.02  3.65  4.76  -0.05
N  -1.78  6.19  7.81  -0.70
H  -2.43  5.39  4.60  -0.24
H  -1.66  6.85  5.03  0.40
H  -3.24  6.47  5.62  0.48
H  -2.35  4.44  6.92  0.05
H  0.03  4.24  7.26  0.39
H  0.35  5.69  6.53  0.31
H  1.73  3.40  5.55  0.67
H  1.38  4.50  4.16  0.40
H  0.94  2.82  4.07  -0.92
H  -1.31  5.85  8.63  0.23
H  -1.51  7.15  7.60  0.25
C  2.37  -5.70  1.06  -1.63
C  3.05  -5.36  -0.23  2.24
C  4.31  -4.49  -0.08  -0.39
O  5.26  -5.20  0.70  -0.42
C  6.45  -4.43  0.78  -0.71
N  3.21  -6.60  -1.02  -0.70
H  2.28  -4.86  1.75  0.19
H  2.90  -6.49  1.59  0.49
H  1.36  -6.05  0.84  0.36
H  2.38  -4.65  -0.73  -1.28
H  4.01  -3.52  0.34  0.32
H  4.70  -4.19  -1.06  0.00
H  6.87  -4.27  -0.21  0.26
H  7.14  -4.86  1.49  0.32
H  6.27  -3.43  1.19  0.27
H  3.88  -6.37  -1.75  0.31
H  3.85  -7.09  -0.38  0.38
C  -2.45  6.60  1.26  -1.65
C  -2.60  5.16  0.70  1.33
C  -4.06  4.68  0.92  -1.04
O  -4.13  4.34  2.30  -0.42
C  -5.03  5.11  3.08  -0.96
N  -2.28  5.24  -0.74  -0.71
H  -1.47  6.94  0.93  0.55
H  -2.61  6.65  2.34  0.15
H  -3.21  7.22  0.77  0.37
H  -1.89  4.57  1.27  -0.44
H  -4.24  3.78  0.32  0.26
H  -4.80  5.44  0.66  0.47
H  -4.92  6.19  3.00  0.36
H  -4.84  4.77  4.10  0.31
H  -6.06  4.87  2.80  0.29
H  -1.52  5.89  -0.93  0.28
H  -3.00  5.80  -1.20  0.29

An isolated molecule of C23H32N4O5. Source: OMol25; level of theory: ωB97M-V/def2-TZVPD.

Properties
M: 444.53 g mol⁻¹
SMILES string: CCOC(=O)N1CCC(NC(=O)[C@H]2CCCN(C(=O)N3CCOc4ccccc43)C2)CC1
energy relative to the best compared isomer or geometry (same formula, charge and spin): 50.8 kJ/mol
electronic energy: -40571.0939 eV
max |F|: 0.01224 Eh/bohr

Each line ends with the natural charge from an NBO analysis.
Positions of all 64 atoms, in Å:
C  -2.99  -4.51  -0.83  -0.63
C  -4.14  -3.62  -0.38  -0.07
O  -3.82  -2.23  -0.52  -0.53
C  -3.10  -1.68  0.49  0.90
O  -2.76  -2.29  1.48  -0.68
N  -2.83  -0.38  0.28  -0.46
C  -3.03  0.27  -1.01  -0.24
C  -3.47  1.73  -0.84  -0.40
C  -2.56  2.49  0.13  -0.06
N  -1.23  2.67  -0.42  -0.66
C  -0.45  3.66  0.04  0.69
O  -0.85  4.49  0.84  -0.65
C  0.99  3.76  -0.48  -0.31
C  1.92  3.92  0.73  -0.40
C  2.01  2.59  1.47  -0.40
C  2.54  1.49  0.54  -0.22
N  1.70  1.38  -0.63  -0.45
C  1.01  0.28  -1.02  0.82
O  0.01  0.39  -1.74  -0.70
N  1.41  -0.95  -0.57  -0.47
C  0.44  -2.02  -0.45  -0.24
C  0.59  -2.59  0.95  -0.07
O  1.87  -3.14  1.14  -0.50
C  2.90  -2.48  0.53  0.34
C  4.19  -2.96  0.76  -0.26
C  5.28  -2.37  0.16  -0.21
C  5.10  -1.29  -0.69  -0.23
C  3.83  -0.81  -0.94  -0.22
C  2.72  -1.37  -0.31  0.06
C  1.52  2.62  -1.36  -0.23
C  -2.51  1.73  1.46  -0.41
C  -1.99  0.32  1.23  -0.23
H  -2.70  -4.26  -1.85  0.21
H  -2.13  -4.37  -0.18  0.21
H  -3.30  -5.55  -0.79  0.22
H  -5.02  -3.77  -1.00  0.19
H  -4.38  -3.82  0.67  0.20
H  -2.09  0.23  -1.58  0.22
H  -3.79  -0.28  -1.56  0.23
H  -4.48  1.76  -0.44  0.21
H  -3.46  2.21  -1.82  0.22
H  -2.96  3.50  0.31  0.23
H  -0.86  1.94  -1.02  0.44
H  1.02  4.68  -1.08  0.24
H  2.91  4.23  0.40  0.20
H  1.51  4.69  1.39  0.24
H  1.02  2.32  1.83  0.20
H  2.68  2.68  2.33  0.22
H  3.57  1.73  0.24  0.19
H  2.55  0.54  1.08  0.23
H  0.65  -2.80  -1.20  0.20
H  -0.56  -1.63  -0.62  0.25
H  0.41  -1.79  1.69  0.18
H  -0.13  -3.39  1.14  0.21
H  4.30  -3.81  1.42  0.23
H  6.27  -2.75  0.35  0.22
H  5.95  -0.84  -1.19  0.22
H  3.68  0.00  -1.63  0.22
H  2.50  2.93  -1.74  0.20
H  0.86  2.43  -2.21  0.24
H  -3.51  1.69  1.89  0.21
H  -1.86  2.26  2.15  0.23
H  -0.96  0.36  0.85  0.18
H  -2.00  -0.26  2.15  0.25

A structure of composition H8KO8P in a non-equilibrium geometry. Source: OMol25; level of theory: ωB97M-V/def2-TZVPD.

Properties
charge: -2
M: 206.13 g mol⁻¹
energy relative to the best compared isomer or geometry (same formula, charge and spin): 0.0 kJ/mol
electronic energy: -42128.2574 eV
max |F|: 0.02548 Eh/bohr

Each line ends with the Mulliken charge.
Positions of all 18 atoms, in Å:
K  1.42  -0.13  0.12  0.89
P  -1.49  -1.40  -0.49  0.62
O  -1.59  -1.18  -1.99  -0.85
O  -2.65  -2.14  0.15  -0.86
O  -1.33  0.03  0.22  -0.79
O  -0.12  -2.17  -0.19  -0.90
O  2.27  2.50  0.29  -0.65
H  1.41  2.75  -0.11  0.36
H  2.94  2.73  -0.36  0.29
O  -0.70  0.22  2.70  -0.75
H  -1.07  -0.60  3.04  0.31
H  -0.98  0.17  1.70  0.45
O  -0.51  2.41  -0.08  -0.72
H  -1.23  2.96  0.23  0.21
H  -0.88  1.42  0.02  0.45
O  1.91  -2.61  -1.66  -0.79
H  1.05  -2.59  -1.06  0.44
H  1.56  -2.37  -2.52  0.29